C42H34Cl3GeN6O3P2SSe2Ti | the ωB97M-V functional and the def2-TZVPD basis

Cartesian coordinates (Å):
Ti1 -0.567 2.757 0.323
O1 0.175 1.986 1.887
C1 1.211 2.052 2.692
C2 1.201 1.311 3.882
C3 2.284 1.365 4.732
C4 3.403 2.146 4.435
C5 3.425 2.866 3.263
C6 2.335 2.833 2.381
C7 2.427 3.539 1.134
N1 1.511 3.631 0.246
C8 1.846 4.318 -0.992
C9 1.403 3.402 -2.115
N2 0.005 3.115 -1.820
C10 -0.812 3.054 -2.803
C11 -2.241 3.050 -2.677
C12 -3.065 2.800 -3.779
C13 -4.426 2.981 -3.681
C14 -4.974 3.473 -2.497
C15 -4.180 3.760 -1.402
C16 -2.812 3.506 -1.484
O2 -2.019 3.773 -0.432
H1 0.336 0.700 4.099
H2 2.266 0.784 5.646
H3 4.243 2.178 5.116
H4 4.289 3.467 3.006
H5 3.396 3.999 0.926
H6 2.913 4.548 -1.044
H7 1.280 5.254 -1.035
H8 1.978 2.476 -2.100
H9 1.503 3.893 -3.085
H10 -0.414 3.100 -3.819
H11 -2.623 2.452 -4.704
H12 -5.068 2.756 -4.521
H13 -6.042 3.635 -2.430
H14 -4.608 4.130 -0.480
Se1 -0.145 -4.442 0.500
P1 1.229 -2.907 0.130
C17 2.293 -2.552 1.565
C18 1.686 -2.523 2.818
C19 2.429 -2.205 3.942
C20 3.782 -1.922 3.825
C21 4.390 -1.952 2.578
C22 3.647 -2.262 1.448
C23 2.342 -3.285 -1.247
C24 3.191 -4.383 -1.116
C25 3.993 -4.770 -2.175
C26 3.936 -4.078 -3.379
C27 3.079 -2.998 -3.517
C28 2.286 -2.598 -2.452
C29 0.647 -1.225 -0.211
C30 -0.550 -0.540 -0.401
N3 -0.201 0.758 -0.526
N4 1.126 0.853 -0.469
N5 1.653 -0.317 -0.278
P2 -2.224 -1.193 -0.646
Se2 -3.693 0.130 -1.353
C31 -1.878 -2.424 -1.946
C32 -2.293 -3.747 -1.968
C33 -2.019 -4.550 -3.066
C34 -1.326 -4.043 -4.152
C35 -0.912 -2.718 -4.142
C36 -1.187 -1.917 -3.049
C37 -2.648 -1.899 0.965
C38 -2.088 -1.286 2.085
C39 -2.415 -1.726 3.359
C40 -3.304 -2.776 3.528
C41 -3.885 -3.368 2.416
C42 -3.566 -2.928 1.143
H15 0.633 -2.768 2.907
H16 1.952 -2.186 4.914
H17 4.364 -1.681 4.706
H18 5.444 -1.729 2.481
H19 4.119 -2.252 0.475
H20 3.212 -4.942 -0.188
H21 4.656 -5.619 -2.065
H22 4.558 -4.387 -4.210
H23 3.027 -2.462 -4.457
H24 1.622 -1.750 -2.560
H25 -2.809 -4.186 -1.128
H26 -2.337 -5.585 -3.060
H27 -1.103 -4.677 -5.001
H28 -0.373 -2.308 -4.988
H29 -0.876 -0.878 -3.057
H30 -1.392 -0.464 1.969
H31 -1.970 -1.244 4.221
H32 -3.553 -3.125 4.521
H33 -4.592 -4.178 2.538
H34 -4.062 -3.386 0.299
O3 -3.543 3.879 2.081
S1 -3.352 2.399 1.966
N6 -2.209 1.852 1.221
Cl1 -0.656 4.833 1.886
Ge1 -2.641 5.630 1.118
Cl2 -3.193 6.914 2.792
Cl3 -1.883 7.002 -0.462

## Properties
- Charge: 0
- Energy relative to the best compared isomer or geometry (same formula, charge and spin): 23.4 kcal per mole
- DFT total energy: -336499.0907 eV
- 2S+1: 2
- Max |F|: 0.029 Eh/bohr
- Orbital gap (spin up / spin down): 6.2262 / 5.8618 eV